The following is a quantum chemistry calculation of a molecular structure, C9H8BrF7O5P2, from the OMol25 dataset.

```
32
Properties=species:S:1:pos:R:3:forces:R:3:nbo_charge:R:1
O -2.682506 -1.472202 1.629273 0.0 0.0 0.0 -0.48
C -1.616653 -1.933284 1.918440 0.0 0.1 0.0 0.45
C -0.292856 -1.197234 1.750378 0.1 0.1 -0.1 -0.55
C -0.053326 -0.426105 0.428604 -0.2 -0.4 0.0 0.25
C 0.366019 -1.493734 -0.664041 0.0 -0.1 0.2 0.62
F 0.000182 -2.746199 -0.260075 0.2 0.2 0.1 -0.32
F 1.717114 -1.501648 -0.774154 0.0 0.0 -0.1 -0.32
C -0.185904 -1.397504 -2.122406 -0.2 0.1 0.2 0.56
F 0.135868 -0.185928 -2.620605 -0.1 -0.3 -0.1 -0.31
F 0.479764 -2.335379 -2.817437 -0.1 0.1 0.0 -0.29
C -1.742343 -1.630127 -2.334943 0.1 0.0 0.2 0.93
F -2.336220 -0.477562 -2.604781 0.0 0.0 -0.1 -0.29
F -2.319212 -2.164595 -1.259059 0.1 0.0 -0.1 -0.30
F -1.930674 -2.455609 -3.359258 0.1 0.0 -0.1 -0.30
O -1.238194 0.198820 -0.087968 0.1 0.0 0.1 -0.50
C -0.961881 1.399080 -0.677698 0.5 -0.6 0.2 0.78
O -1.752784 1.991164 -1.317462 -0.6 0.6 -0.4 -0.51
C 0.440507 1.852354 -0.305953 0.0 0.1 0.7 -0.55
Br 1.570372 2.204248 -1.822178 0.2 0.0 -0.1 0.12
P 0.235445 3.476400 0.553903 0.3 0.0 -0.1 1.56
O 1.425511 3.889484 1.317901 -0.1 0.0 0.0 -1.05
C 0.880485 0.793484 0.716233 -0.3 -0.1 -0.1 -0.63
P 2.628638 0.627625 1.299290 0.1 0.0 0.0 1.55
O 2.753241 0.887322 2.746528 -0.1 0.0 -0.1 -1.06
H -1.533553 -2.926834 2.401332 0.0 0.0 -0.1 0.12
H 0.513518 -1.930045 1.865250 0.0 0.2 0.0 0.25
H -0.203060 -0.513300 2.605398 -0.1 -0.1 -0.2 0.26
H -0.183596 4.297350 -0.498843 -0.1 0.1 0.0 -0.05
H -0.932596 3.225671 1.299363 -0.1 0.0 0.0 -0.08
H 0.481063 1.151505 1.681345 0.0 0.0 -0.2 0.28
H 3.330744 1.449480 0.409777 0.0 0.1 0.0 -0.06
H 3.006887 -0.656698 0.903845 0.1 -0.1 -0.1 -0.08
```
Forces are in eV/Å.

Values from the calculation:
Net charge: 0
DFT total energy, hartree: -4679.74688
HOMO level, eV: -10.58
ΔE to the lowest compared entry with this formula, charge and spin, kJ/mol: 0.0
Frontier orbital gap, Ha: 0.378
LUMO level, eV: -0.302

=====

The following is a quantum chemistry calculation of 8 unconnected molecules or ions with the total composition C50H69Cl2O12 in a non-equilibrium geometry, from the OMol25 dataset.

```
133
Properties=species:S:1:pos:R:3:forces:R:3:mulliken_charge:R:1
C 4.312934 -3.211020 5.111868 0.4 0.5 -6.7 -0.38
C 4.463873 -3.124396 3.795643 -1.5 1.6 5.4 -0.75
C 4.385814 -2.458702 2.322046 -0.3 -0.1 -1.2 0.53
C 5.579421 -1.500986 1.849229 -2.1 0.0 -1.4 0.32
C 6.799194 -1.332627 2.923660 3.2 1.5 3.7 -0.29
O 7.688567 -2.276240 2.911546 -3.4 2.6 -0.8 -0.65
O 6.883542 -0.261593 3.824717 -1.5 -4.6 -5.0 -0.74
C 5.578345 -0.765644 0.424749 -3.0 -2.6 1.2 0.46
C 6.796212 0.185436 -0.047057 0.0 -0.8 0.9 -0.56
C 6.434468 1.762112 -0.110899 1.3 0.4 -0.9 0.08
C 6.069485 2.274015 -1.612573 -0.8 -0.6 0.3 -0.36
Cl 5.112198 2.205919 1.134257 1.0 -0.3 -1.1 -0.21
C 4.304461 -1.075507 -0.503064 -1.4 -1.6 1.5 0.54
C 4.149512 -0.417222 -1.980775 0.7 -1.2 -1.1 -0.47
C 4.552415 -1.064624 -3.208462 -0.7 0.9 1.7 -0.65
C 3.125325 -2.023026 -0.019936 1.3 0.0 1.9 -0.16
C 3.140382 -2.764537 1.406544 2.6 2.2 -1.0 0.12
C 1.912363 -3.748523 1.814442 -0.1 -1.6 1.4 0.04
O 2.036969 -4.824180 2.481698 -0.3 4.6 -2.9 -0.51
C 0.443233 -3.226384 1.324609 -1.1 0.8 -0.8 0.29
C -0.834321 -3.475652 2.227624 -0.4 1.6 -3.1 0.23
O -0.741603 -4.156704 3.486588 -0.5 0.5 -2.6 -0.41
C -1.297007 -5.504035 3.430478 0.1 -1.8 0.3 -0.13
C -0.187268 -6.660848 3.777789 -0.1 0.0 -0.1 -0.80
C -2.215953 -2.943482 1.686098 2.1 1.0 -2.3 0.96
C -3.645947 -3.123064 2.410112 0.3 -0.1 -0.3 -0.73
C -3.631155 -2.863009 4.003450 -0.3 -0.5 -0.1 -0.50
C -2.237578 -2.146649 0.290370 3.5 -1.6 1.2 -1.03
C -0.949246 -1.906684 -0.584390 -0.1 -2.1 2.0 -0.28
C -1.118945 -1.070447 -1.983145 0.8 0.9 1.7 -0.26
C -1.629235 0.427625 -1.519011 -0.7 -1.7 -1.1 0.24
C -1.646693 1.491804 -2.728069 -0.3 1.0 1.3 -0.91
Cl -0.453469 0.918363 -0.146332 -1.0 0.3 -1.2 -0.20
C 0.427265 -2.477834 -0.075010 -3.0 -0.3 2.0 0.77
C 1.795694 -2.326894 -0.912600 0.7 -0.3 -2.0 -0.01
O 1.821003 -2.478398 -2.186853 -0.3 0.8 5.4 -0.58
H 4.087659 -3.297378 6.245760 0.8 0.0 -2.9 0.32
H 7.683233 0.087188 0.706813 -1.9 -0.1 -1.1 0.36
H 7.212989 -0.234229 -1.051494 -1.0 1.0 1.6 0.38
H 7.374766 2.355135 0.244943 -1.8 -1.2 -0.5 0.39
H 6.256632 1.383160 -2.338587 -0.2 1.7 1.2 0.03
H 6.625137 3.236578 -1.920914 -1.0 -2.0 0.7 0.08
H 4.935075 2.477045 -1.644987 1.8 -0.2 0.0 0.18
H 3.646277 0.626611 -2.089818 2.1 -1.3 0.7 0.23
H 4.147388 -2.111918 -3.515414 1.9 1.4 1.3 0.25
H 5.262907 -0.492190 -3.934017 -2.4 -0.6 0.7 0.23
H -1.709154 -5.673235 2.369230 0.4 0.2 1.8 0.21
H -2.125358 -5.638626 4.243342 1.3 0.7 -1.6 0.20
H 0.699566 -6.199934 4.356095 -1.5 -0.7 -1.0 0.26
H 0.223325 -7.150280 2.810298 -0.6 1.0 1.6 0.08
H -0.673858 -7.521936 4.396796 0.8 1.8 -1.1 0.28
H -4.404795 -2.402930 1.890426 1.5 -1.1 1.0 0.29
H -4.067765 -4.192078 2.196783 0.9 1.8 0.4 0.26
H -3.234198 -3.803058 4.564312 -0.5 1.8 -1.0 0.14
H -4.737541 -2.717994 4.324856 2.1 0.0 -0.4 0.30
H -2.969783 -1.944096 4.272583 -1.4 -1.6 -0.5 0.01
H -3.239641 -1.752453 -0.113625 1.7 -0.7 0.8 0.19
H -1.866729 -1.566060 -2.702521 1.2 0.9 1.2 0.09
H -0.080986 -0.879919 -2.475098 -1.9 -0.8 0.8 0.21
H -2.683914 0.251190 -1.053086 2.0 0.8 -0.7 0.25
H -2.354348 2.358417 -2.389342 1.3 -1.5 -0.7 0.26
H -0.606238 1.992855 -2.863267 -1.9 -1.2 0.1 0.28
H -2.092308 1.085664 -3.706699 0.9 0.3 1.6 0.22
C -5.985350 -1.620816 -4.845196 -0.1 0.2 0.4 -1.16
C -4.482466 -1.532141 -4.871065 0.5 0.5 0.6 0.82
O -3.870714 -0.901179 -4.025841 -0.5 -0.4 -0.6 -0.46
C -3.764124 -2.252669 -5.980857 0.4 0.1 0.1 -1.11
H -6.366799 -1.054580 -3.991709 0.1 -0.1 -0.1 0.27
H -6.398632 -1.193512 -5.761632 0.0 -0.2 0.0 0.35
H -6.294319 -2.663269 -4.739911 -0.1 0.0 -0.2 0.35
H -4.078646 -1.853418 -6.947789 -0.1 -0.2 0.0 0.35
H -3.974359 -3.323191 -5.926040 -0.1 0.1 -0.2 0.34
H -2.687012 -2.101366 -5.873081 -0.2 0.0 0.0 0.27
C 5.939955 6.916958 -2.493503 -0.3 -0.3 0.2 -1.06
C 7.239006 6.172080 -2.337266 0.0 -0.9 0.4 0.81
O 7.275876 5.063281 -1.831813 0.2 1.2 -0.4 -0.57
C 8.490599 6.849349 -2.829292 0.3 -0.3 0.1 -1.15
H 5.123725 6.308515 -2.095778 0.2 0.1 0.0 0.26
H 5.980491 7.855607 -1.936250 0.0 0.1 -0.2 0.34
H 5.748175 7.111781 -3.551184 0.1 0.2 0.1 0.32
H 8.644556 7.784965 -2.286952 -0.1 0.1 -0.2 0.34
H 8.412260 7.041166 -3.901863 0.0 0.2 0.1 0.33
H 9.349043 6.196479 -2.652055 -0.2 0.1 0.0 0.28
C -1.354506 -9.680561 1.284145 -0.2 0.4 0.1 -0.99
C -0.955402 -10.269786 2.611006 -0.2 0.5 0.8 0.85
O -1.134058 -9.662351 3.652520 0.0 -0.7 -0.7 -0.53
C -0.326967 -11.638207 2.601405 0.1 -0.1 0.4 -1.14
H -1.793375 -8.692411 1.444147 0.1 -0.2 0.0 0.16
H -0.474869 -9.573485 0.645411 -0.1 -0.1 -0.1 0.32
H -2.097741 -10.319857 0.802042 0.2 0.0 -0.1 0.39
H 0.598331 -11.618139 2.021219 -0.1 -0.1 -0.1 0.33
H -1.024480 -12.364513 2.177932 0.1 0.0 -0.2 0.33
H -0.091210 -11.935462 3.626427 0.0 0.1 -0.2 0.30
C -0.024446 6.520996 -3.966250 0.1 -0.3 -0.1 -1.03
C -0.438921 5.313789 -3.168699 -0.1 -0.7 -0.5 0.90
O -0.775094 4.276328 -3.716238 0.2 0.8 0.3 -0.54
C -0.422934 5.435156 -1.667797 -0.2 -0.4 0.1 -0.92
H -0.084509 6.288743 -5.032245 0.0 0.1 0.2 0.18
H -0.693500 7.353995 -3.752186 0.3 -0.1 0.1 0.33
H 1.006741 6.789973 -3.723899 -0.1 0.1 0.1 0.35
H -1.111314 6.222153 -1.351361 0.2 0.1 0.0 0.31
H 0.589912 5.656240 -1.323616 -0.1 0.2 0.0 0.30
H -0.744695 4.489059 -1.224333 0.1 0.1 -0.1 0.16
C -2.194222 8.714183 -7.336925 0.3 -0.3 0.1 -1.04
C -2.646003 8.814775 -5.904297 0.4 -0.4 0.7 0.71
O -2.065761 8.216410 -5.013857 -0.7 0.7 -0.9 -0.49
C -3.841643 9.682459 -5.613456 0.0 -0.1 0.4 -1.08
H -1.323588 8.056182 -7.396683 -0.1 0.1 0.0 0.25
H -2.994032 8.292867 -7.950034 0.0 0.2 -0.1 0.33
H -1.912386 9.702218 -7.707931 -0.2 0.0 -0.1 0.32
H -4.714654 9.304132 -6.149999 0.0 0.2 -0.1 0.32
H -3.633017 10.713501 -5.907872 -0.1 -0.1 -0.2 0.32
H -4.052808 9.660305 -4.541319 0.1 0.0 -0.2 0.29
C -8.275411 0.183941 5.733397 -0.2 -0.4 -0.2 -1.18
C -6.813754 -0.012225 5.425978 0.5 -0.5 -0.4 0.78
O -6.434250 -0.933181 4.723474 -0.4 0.5 0.4 -0.49
C -5.842598 0.973002 6.019863 0.4 -0.4 -0.2 -0.71
H -8.857714 -0.598674 5.239923 0.1 0.1 0.1 0.31
H -8.440740 0.116305 6.811025 0.0 0.2 0.0 0.32
H -8.606666 1.155272 5.359156 0.0 0.0 0.2 0.32
H -5.901740 0.940062 7.110522 -0.2 0.2 0.0 0.33
H -6.068051 1.978792 5.657443 -0.1 0.0 0.2 0.30
H -4.822155 0.712689 5.716797 -0.5 0.1 0.1 0.13
C -0.807591 1.299074 5.893466 -0.3 0.0 0.4 -1.24
C -1.805687 1.029452 4.799253 -0.7 -0.1 0.0 0.74
O -3.004577 0.971063 5.034918 1.1 0.1 -0.2 -0.60
C -1.269404 0.836624 3.406160 -0.5 -0.1 0.0 -0.91
H -1.334954 1.417742 6.843661 0.1 0.0 -0.2 0.31
H -0.115203 0.458755 5.979957 0.1 0.2 -0.1 0.31
H -0.260988 2.220120 5.679053 0.2 -0.2 -0.1 0.35
H -0.595320 -0.022849 3.380434 0.2 0.2 -0.1 0.24
H -0.745771 1.739462 3.083769 0.2 -0.2 0.0 0.49
H -2.100170 0.649919 2.720844 0.1 0.0 0.1 0.22
```
Forces are in eV/Å.

Values from the calculation:
Net charge: -1
DFT total energy, hartree: -3769.19021
HOMO level, eV: -4.37
ΔE to the lowest compared entry with this formula, charge and spin, kJ/mol: 0.0
Frontier orbital gap, Ha: 0.216
LUMO level, eV: 1.522

=====

The following is a quantum chemistry calculation of 2 unconnected molecules or ions with the total composition C2HCl2NS in a non-equilibrium geometry, from the OMol25 dataset.

```
7
Properties=species:S:1:pos:R:3:forces:R:3:nbo_charge:R:1
C -1.593683 0.421297 0.766951 -0.7 -0.8 -0.9 0.16
C -0.329944 1.010622 0.654550 -0.4 -0.4 0.6 -0.20
N -2.579755 -0.195425 0.652327 0.9 0.8 0.5 -0.23
S 2.180342 -1.782792 -2.221491 -0.6 -0.3 0.9 -0.10
Cl -0.035438 2.318745 -0.338760 0.0 0.4 -0.3 0.15
Cl 0.920870 0.380854 1.592038 0.3 -0.1 0.2 0.12
H 1.437608 -2.153301 -1.105616 0.6 0.3 -0.9 0.10
```
Forces are in eV/Å.

Values from the calculation:
Net charge: 0
DFT total energy, hartree: -1450.01002
HOMO level (spin up / spin down), eV: -10.27 / -9.07
ΔE to the lowest compared entry with this formula, charge and spin, kJ/mol: 257.6
Frontier orbital gap (spin up / spin down), Ha: 0.313 / 0.238
LUMO level (spin up / spin down), eV: -1.745 / -2.608